{"formula": "C11H15N", "method": "the ωB97M-V functional and the def2-TZVPD basis", "species": ["C", "C", "C", "N", "C", "C", "C", "C", "C", "C", "H", "H", "H", "H", "H", "H", "H", "H", "H", "C", "C", "H", "H", "H", "H", "H", "H"], "coordinates": [[0.6129, 3.5239, 0.9088], [0.7692, 2.3594, 0.0721], [1.9628, 1.8007, -0.3160], [1.7784, 0.5376, -0.9472], [0.4141, 0.2738, -0.9554], [-0.0972, -0.9632, -1.3077], [-1.4417, -0.9782, -0.8915], [-2.1676, 0.0015, -0.2882], [-1.6389, 1.3272, -0.0352], [-0.3223, 1.3643, -0.3384], [1.0001, 3.4488, 1.9494], [-0.4441, 4.0094, 0.7695], [1.1482, 4.4156, 0.4433], [2.8504, 2.3584, -0.2221], [2.5393, -0.0278, -1.2378], [0.5378, -1.7522, -1.5395], [-1.7077, -1.9789, -1.0755], [-3.2154, -0.0963, 0.1223], [-2.0995, 2.2655, 0.3896], [-0.5200, -3.2739, 1.2792], [0.3405, -4.4289, 1.6411], [0.0137, -2.2355, 1.0794], [-1.0958, -3.4014, 0.4031], [-1.3212, -2.6665, 1.8986], [-0.0836, -5.2617, 2.0748], [1.2075, -4.1572, 2.2793], [0.7508, -4.7236, 0.6837]], "atomic_forces_ev_per_a": [[-1.1, 4.1, -0.6], [-0.3, -3.6, -1.6], [-2.4, -0.4, -0.3], [-0.6, 3.2, 1.2], [1.4, -0.3, 0.1], [-1.9, 4.4, 2.0], [1.4, -2.1, -1.2], [-2.5, 3.0, 1.5], [-0.5, -1.5, -0.3], [4.5, 1.3, 0.1], [-0.8, -0.1, -0.6], [1.5, -1.3, 1.1], [0.0, -1.1, 0.6], [1.4, -0.2, 0.0], [0.1, -0.5, -0.3], [0.5, -1.5, -0.7], [-2.0, -1.0, 0.3], [1.2, -0.6, -1.0], [0.0, -1.7, -0.3], [-1.3, 5.5, 1.0], [2.1, 1.7, -0.3], [0.0, -2.4, 0.0], [-0.4, -0.6, -1.2], [1.3, -2.2, 0.1], [-1.4, -1.7, 0.9], [-0.5, 0.0, -0.3], [0.4, -0.5, -0.1]], "total_charge": 0, "mol_weight_g_mol": 161.2, "homo_lumo_gap_ev": 8.6, "fmax_ev_per_a": 5.8, "de_lowest_kj_mol": 283.91}

{"formula": "C11H15N", "method": "the ωB97M-V functional and the def2-TZVPD basis", "species": ["C", "C", "H", "H", "H", "H", "H", "H", "C", "C", "C", "C", "C", "C", "C", "C", "C", "N", "H", "H", "H", "H", "H", "H", "H", "H", "H"], "coordinates": [[-0.7779, -3.6638, 0.9112], [-1.2944, -3.3427, -0.4862], [-0.1804, -2.8999, 1.4161], [-1.5212, -4.0668, 1.5930], [-0.0095, -4.4341, 0.7847], [-2.2281, -2.7887, -0.5202], [-1.2844, -4.2260, -1.1213], [-0.5649, -2.7074, -0.9891], [-0.0684, 0.2755, 2.3531], [0.1677, 1.5049, 0.0259], [0.6409, 0.6241, 1.0931], [1.1383, 1.4777, -1.0173], [1.7618, 0.0565, 0.6186], [-1.0100, 3.1659, -1.2164], [-0.0360, 3.1526, -2.2373], [-0.8971, 2.3556, -0.0665], [1.0240, 2.2867, -2.1892], [2.0831, 0.6340, -0.6491], [-1.7354, 3.9689, -1.2407], [-0.0607, 3.9907, -2.9191], [-1.5398, 2.3975, 0.7750], [1.6510, 2.0720, -3.0430], [0.5769, 0.5912, 3.1788], [-0.1805, -0.8041, 2.4209], [2.4530, -0.6771, 0.9911], [2.9385, 0.3781, -1.0733], [-1.0465, 0.6787, 2.6072]], "atomic_forces_ev_per_a": [[0.9, -0.8, -0.1], [0.8, 0.6, -0.1], [-0.6, 0.5, -0.1], [-0.1, 0.1, 0.0], [-0.2, -0.2, 0.1], [-0.2, -0.3, 0.0], [-0.6, -0.1, 0.2], [0.1, 0.3, 0.0], [0.6, -0.2, 0.9], [0.3, 0.6, -0.1], [-1.4, -0.3, -0.2], [-0.7, 0.7, -0.7], [1.1, 0.4, -1.0], [0.9, 0.9, -0.3], [-0.8, 0.9, 0.9], [0.8, -0.9, -0.1], [0.0, -1.2, 0.3], [-0.7, -1.1, 2.0], [-0.3, -0.3, 0.0], [-0.2, -0.5, -0.6], [-0.9, 0.3, 0.4], [0.4, 0.5, 0.1], [0.0, -0.2, 0.1], [0.1, -0.1, 0.1], [-0.1, -0.1, 0.3], [0.8, 0.0, -1.0], [0.0, 0.4, -0.8]], "spin_multiplicity": 2, "total_charge": 1, "mol_weight_g_mol": 161.2, "homo_lumo_gap_ev": [9.5, 5.8], "fmax_ev_per_a": 2.4, "de_lowest_kj_mol": 87.08}

{"formula": "C11H15N", "method": "the ωB97M-V functional and the def2-TZVPD basis", "species": ["C", "C", "C", "C", "C", "C", "C", "C", "C", "N", "H", "H", "H", "H", "H", "H", "H", "H", "H", "C", "C", "H", "H", "H", "H", "H", "H"], "coordinates": [[1.1597, -1.5137, 1.5935], [-1.0086, -1.3649, 0.0807], [0.2925, -1.9232, 0.4541], [-1.4343, -1.9527, -1.1436], [0.6084, -2.7393, -0.5506], [-1.7000, -0.3551, 0.6804], [-2.9779, -0.0722, 0.1370], [-3.5145, -0.8363, -0.9416], [-2.7482, -1.7068, -1.6542], [-0.4389, -2.7248, -1.5816], [-1.3216, 0.1813, 1.5372], [-3.5387, 0.7954, 0.4536], [-4.5678, -0.6782, -1.1257], [0.5643, -1.2005, 2.4627], [1.7182, -0.6183, 1.3233], [1.4152, -3.3978, -0.8283], [-0.4288, -3.4230, -2.3152], [-3.0144, -2.3107, -2.5100], [1.7631, -2.2624, 2.1002], [2.9193, 3.6017, 0.7710], [1.9218, 3.4063, -0.3834], [3.9045, 3.2608, 0.4604], [2.8869, 4.6228, 1.1372], [2.5883, 2.9991, 1.6257], [0.9849, 3.8672, -0.0440], [1.6532, 2.3637, -0.5218], [2.3134, 3.9818, -1.2171]], "atomic_forces_ev_per_a": [[-0.9, 0.6, 1.3], [0.8, 0.7, 1.1], [0.6, -0.2, -0.4], [0.0, -0.1, -0.4], [-0.5, -0.8, -1.8], [-0.7, -0.3, -0.4], [0.4, -0.1, -0.6], [-0.4, 0.3, 0.2], [0.7, -0.6, 0.2], [0.2, 0.1, 1.9], [0.0, 0.0, 0.0], [-0.1, -0.1, 0.4], [0.1, 0.0, -0.5], [-0.3, 0.2, -0.4], [0.4, -0.2, 0.0], [0.4, 0.2, 0.6], [-0.3, 0.3, -0.2], [-0.6, 0.3, -0.1], [0.4, -0.3, -0.9], [-0.8, -0.9, 0.2], [-0.3, 1.0, 1.5], [0.2, 0.3, 0.3], [0.4, 0.2, -0.2], [0.3, -0.1, 0.0], [0.0, 0.1, -0.4], [0.5, -0.1, -0.7], [-0.4, -0.6, -0.6]], "spin_multiplicity": 2, "total_charge": 1, "mol_weight_g_mol": 161.2, "homo_lumo_gap_ev": [9.7, 5.9], "fmax_ev_per_a": 2.1, "de_lowest_kj_mol": 98.66}

{"formula": "C11H15N", "method": "the ωB97M-V functional and the def2-TZVPD basis", "species": ["C", "C", "C", "C", "C", "C", "C", "C", "C", "N", "H", "H", "H", "H", "H", "H", "H", "H", "H", "C", "C", "H", "H", "H", "H", "H", "H"], "coordinates": [[3.3186, 1.0740, -0.5387], [-0.4084, 1.1630, -0.0315], [0.7130, 0.5601, -0.6894], [1.8852, 1.1190, -0.1945], [1.4397, 1.9530, 0.8283], [-1.8746, -0.0197, -1.5104], [-1.6453, 0.6360, -0.3157], [-0.7585, -0.4672, -2.3108], [0.4819, -0.3399, -1.8306], [0.0866, 2.1094, 0.8531], [-2.8673, -0.1307, -1.9264], [-2.4460, 0.9374, 0.3608], [-1.0233, -0.7220, -3.3268], [1.3932, -0.7268, -2.2713], [-0.4493, 2.5153, 1.5954], [2.0766, 2.5565, 1.4654], [3.8980, 0.2990, -0.0211], [3.8237, 1.9776, -0.1871], [3.5248, 0.9173, -1.5936], [-1.6608, -3.7610, 2.6051], [-1.3909, -2.4586, 1.8761], [-2.7198, -3.9814, 2.6074], [-0.9712, -4.5105, 2.2280], [-1.3421, -3.7063, 3.6591], [-1.9339, -2.4530, 0.9133], [-0.4181, -2.1891, 1.4587], [-1.7596, -1.5771, 2.4251]], "atomic_forces_ev_per_a": [[1.0, -0.4, 0.1], [0.8, -1.8, -1.0], [-0.4, -0.8, -1.6], [-0.3, -0.5, 0.1], [-0.7, 2.2, 1.0], [1.5, -0.3, -0.9], [-1.2, 1.8, 1.5], [-2.4, 0.7, -0.1], [2.0, 1.4, 1.3], [1.0, -1.4, 0.2], [-0.1, -0.2, 0.4], [-0.2, -0.1, -0.5], [0.4, -0.8, 0.1], [-0.3, -0.1, -0.4], [0.0, 0.3, 0.3], [-0.2, -0.1, 0.1], [-0.5, -0.3, 0.0], [-0.2, 0.1, -0.3], [-0.2, 0.2, -0.1], [1.6, 0.5, 1.0], [-1.0, 1.2, -1.3], [0.0, -0.5, -0.3], [-0.7, -0.6, -0.4], [-0.3, 0.3, -0.2], [-0.4, -0.1, 0.4], [0.6, -0.6, 0.9], [0.1, -0.3, -0.1]], "spin_multiplicity": 2, "total_charge": 1, "mol_weight_g_mol": 161.2, "homo_lumo_gap_ev": [9.2, 6.5], "fmax_ev_per_a": 2.8, "de_lowest_kj_mol": 104.40}

{"formula": "C11H15N", "method": "the ωB97M-V functional and the def2-TZVPD basis", "species": ["C", "C", "C", "C", "C", "C", "C", "C", "C", "N", "H", "H", "H", "H", "H", "H", "H", "H", "H", "C", "C", "H", "H", "H", "H", "H", "H"], "coordinates": [[1.7454, 1.5044, 0.5488], [-0.6988, 0.7086, 0.7859], [0.4955, 1.3416, 1.2657], [-1.7371, 1.2502, 1.4788], [0.2047, 2.0401, 2.4144], [-2.1893, -0.0180, -0.8856], [-3.2456, 0.3465, 0.0481], [-0.8988, 0.0159, -0.4174], [-3.0476, 1.0304, 1.2436], [-1.1804, 2.0869, 2.5160], [-2.4092, -0.5209, -1.7428], [-4.2536, 0.0106, -0.3667], [-0.1240, -0.1808, -1.1029], [-3.9681, 1.2702, 2.0109], [1.9605, 0.5699, -0.1914], [2.5105, 1.9043, 1.1975], [0.8016, 2.5299, 2.9756], [-1.4931, 2.0762, 3.5098], [1.7115, 2.2839, -0.2508], [2.5091, -2.0639, -1.6241], [1.2937, -2.8826, -2.1346], [2.8464, -2.2608, -0.6728], [3.4824, -2.4438, -2.0079], [2.6688, -1.0500, -1.8845], [1.5305, -4.0575, -1.9950], [1.1566, -2.7542, -3.1863], [0.3282, -2.7371, -1.5323]], "atomic_forces_ev_per_a": [[0.8, -1.6, -2.9], [2.2, 0.5, -1.2], [0.1, -0.9, -1.9], [0.2, 1.0, 3.1], [-7.0, -2.3, -3.5], [-0.3, 0.6, 4.5], [-1.1, -1.3, -2.8], [-1.1, 1.6, -0.5], [-3.4, -0.3, 1.1], [2.1, -0.8, 2.0], [-0.8, -1.0, -2.4], [1.2, 0.9, 1.2], [1.1, -0.8, -0.3], [2.6, -0.3, -2.2], [0.1, 1.8, 2.3], [0.7, -0.7, 0.1], [3.9, 3.2, 4.1], [-0.5, 0.4, -1.3], [-0.7, -0.1, 0.5], [1.1, -1.7, -2.2], [0.4, -2.3, 2.1], [-0.5, 0.0, 3.0], [-0.7, -0.3, -1.0], [-0.8, 1.3, -0.1], [-0.5, 2.7, -0.3], [-0.4, 0.2, -0.6], [1.3, 0.1, -1.0]], "spin_multiplicity": 2, "total_charge": 1, "mol_weight_g_mol": 161.2, "homo_lumo_gap_ev": [9.5, 6.5], "fmax_ev_per_a": 8.2, "de_lowest_kj_mol": 280.28}

{"formula": "C11H15N2", "method": "the ωB97M-V functional and the def2-TZVPD basis", "species": ["C", "N", "C", "C", "N", "C", "C", "C", "C", "C", "C", "C", "C", "H", "H", "H", "H", "H", "H", "H", "H", "H", "H", "H", "H", "H", "H", "H"], "coordinates": [[-3.2842, 0.2807, -0.0784], [-1.8977, 0.6881, -0.0648], [-1.6035, 1.9112, 0.7053], [-0.8616, -0.1228, -0.3527], [-1.1185, -1.4107, -0.5373], [-0.0411, -2.3863, -0.4500], [1.1397, -2.0401, 0.4748], [1.5551, -0.6580, 0.2384], [2.8834, -0.2038, 0.3773], [3.1867, 1.0698, 0.1492], [2.3523, 1.9478, -0.4843], [1.0873, 1.5057, -0.7658], [0.5969, 0.2155, -0.3042], [-3.7030, -0.0880, -1.0860], [-3.9474, 0.8716, 0.6266], [-3.3758, -0.7205, 0.4184], [-1.4635, 2.7110, 0.0878], [-0.6830, 1.7226, 1.3122], [-2.6259, 2.1629, 1.2554], [-2.0408, -1.9645, -0.5481], [0.4743, -2.5922, -1.3742], [-0.3575, -3.4164, -0.0736], [1.9204, -2.9144, 0.3389], [0.8176, -2.2439, 1.4455], [3.6711, -0.8605, 0.6461], [4.2491, 1.4748, 0.1936], [2.6330, 2.8911, -0.8562], [0.4366, 2.1691, -1.2941]], "atomic_forces_ev_per_a": [[-1.5, -3.1, 0.2], [1.4, 0.7, -0.2], [-2.0, -1.4, 2.3], [-1.1, -0.9, 0.7], [-1.1, -2.9, -0.1], [1.8, -2.3, 0.5], [0.3, -2.4, -1.0], [0.5, 0.6, -0.7], [-1.6, -1.7, 0.5], [3.9, 2.9, -0.9], [-2.0, -0.9, -0.4], [-1.4, -1.1, 0.9], [0.8, 2.4, -0.2], [0.5, 1.8, 1.1], [0.9, -0.1, -1.7], [0.4, 0.5, 0.2], [0.6, 2.2, -1.7], [-1.2, 0.5, -0.1], [2.7, -0.6, -0.5], [1.6, 2.3, 0.1], [-0.6, 0.2, -1.0], [-0.5, 1.6, -0.7], [-1.1, 2.1, -0.1], [-0.5, 0.2, 2.1], [0.3, -0.7, 0.5], [-1.3, -1.0, 0.5], [0.6, 1.0, -0.1], [-0.5, 0.2, -0.3]], "total_charge": 1, "mol_weight_g_mol": 175.3, "homo_lumo_gap_ev": 9.3, "fmax_ev_per_a": 4.9, "de_lowest_kj_mol": 84.82}